127
Properties=species:S:1:pos:R:3 method="wB97M-V/def2-TZVPD" spin_multiplicity=1 smiles="CCOCCc1cc2c(c(P(C)CC)c1)Sc1c(cccc1P(O)I)N2.O=S1(=O)OCCO1.O=S1(=O)OCCO1.O=S1(=O)OCCO1.O=S1(=O)OCCO1.O=S1(=O)OCCO1.O=S1(=O)OCCO1.O=S1(=O)OCCO1" e_homo_ev=-7.8 orbital_gap_ev=7.424
C 6.328 -2.074 -0.584
C 6.827 -1.297 -1.927
O 5.888 -0.233 -2.316
C 5.202 -0.691 -3.513
C 4.150 0.466 -3.967
C 2.749 0.078 -3.262
C 2.014 -1.215 -3.790
C 0.685 -1.659 -3.124
C 0.098 -0.765 -1.970
C 0.762 0.528 -1.433
P 0.064 1.644 -0.081
C -1.464 2.477 -0.910
C -0.566 0.672 1.412
C 0.562 -0.149 2.206
C 2.131 0.933 -2.100
S -1.514 -1.392 -1.255
C -1.213 -3.238 -1.250
C -0.421 -3.769 -2.505
C -0.106 -5.307 -2.524
C -0.548 -6.263 -1.372
C -1.370 -5.714 -0.149
C -1.699 -4.171 -0.100
P -2.683 -3.458 1.349
O -1.634 -2.987 2.646
I -4.117 -5.231 2.351
N 0.002 -2.879 -3.599
H 5.181 -1.973 -0.482
H 6.775 -1.581 0.356
H 6.660 -3.173 -0.617
H 6.930 -2.095 -2.755
H 7.832 -0.751 -1.752
H 4.640 -1.658 -3.206
H 5.907 -0.998 -4.366
H 4.530 1.489 -3.598
H 4.088 0.466 -5.107
H 2.522 -1.766 -4.661
H -1.364 3.590 -0.690
H -1.369 2.285 -2.047
H -2.436 2.007 -0.538
H -0.983 1.458 2.156
H -1.431 -0.045 1.203
H 1.348 0.523 2.735
H 0.014 -0.697 3.069
H 1.056 -0.987 1.589
H 2.639 1.871 -1.694
H 0.488 -5.719 -3.411
H -0.308 -7.390 -1.336
H -1.691 -6.431 0.677
H -0.687 -3.090 2.364
H 0.577 -3.388 -4.283
O 2.283 4.134 -2.844
S 1.019 4.534 -3.389
O 0.143 3.628 -4.067
O 1.264 5.828 -4.338
C 0.482 6.924 -3.863
C 0.335 6.696 -2.367
O 0.177 5.285 -2.221
H -0.490 6.892 -4.365
H 0.975 7.870 -4.090
H -0.521 7.224 -1.947
H 1.242 6.991 -1.831
O -1.491 -10.190 0.847
S -0.187 -9.722 0.487
O 0.276 -9.671 -0.868
O 0.904 -10.529 1.377
C 1.678 -9.603 2.141
C 0.763 -8.411 2.376
O 0.032 -8.260 1.158
H 2.552 -9.319 1.549
H 2.006 -10.061 3.075
H 1.316 -7.501 2.608
H 0.046 -8.615 3.177
O -9.113 -0.156 0.885
S -7.756 0.256 1.092
O -7.357 1.633 1.112
O -6.818 -0.539 0.035
C -5.832 -1.295 0.744
C -6.466 -1.625 2.085
O -7.206 -0.455 2.442
H -4.946 -0.665 0.870
H -5.562 -2.189 0.184
H -5.725 -1.861 2.848
H -7.171 -2.456 1.994
O -5.857 -5.386 -3.033
S -5.335 -4.160 -2.508
O -5.302 -3.866 -1.105
O -6.059 -2.929 -3.277
C -5.071 -2.119 -3.918
C -3.920 -3.062 -4.232
O -3.845 -3.940 -3.109
H -4.762 -1.339 -3.216
H -5.482 -1.656 -4.816
H -2.976 -2.534 -4.372
H -4.134 -3.665 -5.119
O -7.501 6.062 5.834
S -6.812 5.281 4.850
O -5.505 5.613 4.370
O -7.798 5.088 3.577
C -8.012 3.694 3.344
C -7.864 3.031 4.705
O -6.798 3.734 5.344
H -7.247 3.343 2.649
H -8.999 3.527 2.909
H -7.633 1.969 4.627
H -8.767 3.164 5.309
O 5.674 1.325 4.134
S 4.406 1.719 3.594
O 3.535 0.808 2.914
O 4.639 3.016 2.649
C 3.849 4.106 3.129
C 3.707 3.873 4.624
O 3.560 2.459 4.765
H 2.876 4.067 2.629
H 4.333 5.056 2.904
H 2.847 4.393 5.046
H 4.612 4.174 5.158
O 5.574 6.749 2.875
S 5.811 6.921 1.471
O 4.774 7.251 0.542
O 6.596 5.612 0.926
C 7.844 6.005 0.353
C 8.243 7.273 1.091
O 7.022 7.986 1.288
H 7.683 6.201 -0.711
H 8.583 5.211 0.467
H 8.954 7.877 0.527
H 8.662 7.042 2.075

121
Properties=species:S:1:pos:R:3 method="wB97M-V/def2-TZVPD" spin_multiplicity=1 e_homo_ev=-12.2 orbital_gap_ev=5.989 charge=+1
C 4.754 1.644 -0.397
C 3.111 1.787 -0.236
C 2.252 0.578 -0.918
Br 0.595 1.519 -1.656
C 1.957 -0.742 0.012
B 0.989 -0.261 1.295
O 0.598 -1.185 2.422
O 0.534 1.119 1.567
C -0.965 1.169 1.502
C 1.213 -1.891 -0.975
C -0.176 -2.466 -0.334
C -1.055 -3.554 -1.176
C -1.783 -2.871 -2.489
C -3.384 -2.635 -2.179
S -4.041 -1.046 -2.979
O -3.010 -0.327 -3.881
O -4.491 -0.031 -1.889
Cl -5.690 -1.519 -4.219
N 2.162 -2.902 -1.580
N 2.068 -4.122 -0.867
S 1.895 -3.337 -3.249
O 3.103 -4.136 -3.900
O 1.634 -2.168 -4.226
F 0.658 -4.502 -3.561
C 3.633 -2.562 -1.535
O 4.157 -1.732 -2.630
C 5.523 -2.210 -3.003
N 6.458 -3.012 -3.457
C 4.207 -1.898 -0.177
N 3.125 -1.357 0.691
C 3.781 -0.757 1.854
C 3.623 -1.599 3.300
H 5.064 1.050 -1.360
H 5.276 1.231 0.593
H 5.154 2.765 -0.494
H 2.832 2.781 -0.838
H 2.881 2.021 0.884
H 2.834 0.334 -1.932
H -0.381 -1.440 2.294
H -1.239 0.437 0.600
H -1.311 2.240 1.163
H -1.480 0.792 2.482
H 0.825 -1.298 -1.940
H -1.024 -1.633 -0.182
H 0.071 -3.032 0.689
H -0.553 -4.590 -1.361
H -1.976 -3.811 -0.452
H -1.724 -3.565 -3.435
H -1.259 -1.832 -2.657
H -3.981 -3.549 -2.614
H -3.657 -2.558 -1.044
H 2.480 -4.908 -1.410
H 2.451 -4.030 0.094
H 4.209 -3.607 -1.630
H 4.775 -2.736 0.456
H 5.069 -1.123 -0.465
H 4.966 -0.877 1.689
H 3.691 0.386 2.074
H 4.658 -1.847 3.788
H 2.892 -1.012 4.038
H 3.057 -2.605 3.030
C -2.087 -5.120 3.598
C -1.908 -6.187 2.567
O -2.794 -5.795 1.536
C -2.983 -4.449 1.665
O -3.553 -3.752 0.843
O -2.449 -3.986 2.832
H -1.171 -4.930 4.164
H -2.898 -5.347 4.298
H -0.890 -6.215 2.167
H -2.169 -7.179 2.946
C 1.128 6.389 -0.286
C 1.729 7.133 -1.434
O 3.057 6.645 -1.478
C 3.049 5.417 -0.883
O 3.987 4.638 -0.897
O 1.853 5.173 -0.271
H 0.060 6.202 -0.424
H 1.279 6.901 0.670
H 1.236 6.904 -2.384
H 1.719 8.215 -1.279
C 6.212 0.046 -5.842
C 5.170 0.931 -6.445
O 5.749 2.220 -6.360
C 7.101 2.044 -6.296
O 7.918 2.946 -6.384
O 7.420 0.729 -6.121
H 6.219 -0.952 -6.288
H 6.103 -0.049 -4.757
H 4.982 0.698 -7.499
H 4.224 0.893 -5.898
C -3.058 3.883 4.143
C -3.995 4.952 3.683
O -3.288 5.572 2.626
C -2.393 4.655 2.156
O -1.737 4.793 1.137
O -2.330 3.563 2.973
H -3.584 3.004 4.524
H -2.360 4.239 4.908
H -4.933 4.546 3.291
H -4.223 5.673 4.473
C -5.490 -3.463 5.577
C -5.458 -2.234 4.726
O -4.636 -1.349 5.464
C -3.844 -2.119 6.266
O -2.900 -1.696 6.912
O -4.247 -3.424 6.251
H -5.581 -4.377 4.984
H -6.296 -3.437 6.318
H -4.997 -2.414 3.749
H -6.453 -1.806 4.577
C -4.930 3.910 -0.777
C -5.613 4.939 -1.617
O -6.942 4.926 -1.132
C -6.894 4.442 0.144
O -7.834 4.453 0.920
O -5.656 3.946 0.437
H -3.876 4.145 -0.605
H -5.005 2.904 -1.204
H -5.194 5.941 -1.474
H -5.586 4.692 -2.682

102
Properties=species:S:1:pos:R:3 method="wB97M-V/def2-TZVPD" spin_multiplicity=1 e_homo_ev="-9.5 / -9.5" e_above_lowest_kcal_mol=51.34 orbital_gap_ev="6.600 / 6.600" charge=+1
Ir -0.009 -0.048 0.700
C 5.971 -0.596 -2.233
C 4.762 -0.688 -1.292
C 5.154 -0.270 0.128
C 4.266 -2.134 -1.294
N 3.739 0.256 -1.771
C 4.064 1.507 -2.238
C 2.920 2.131 -2.582
N 1.869 1.287 -2.329
B 0.440 1.733 -2.700
N -0.493 0.637 -3.280
C -0.652 0.650 -4.645
C -1.609 -0.232 -4.985
N -2.077 -0.808 -3.833
C -1.362 -0.282 -2.799
S -1.591 -0.784 -1.190
C -3.051 -1.916 -3.845
C -2.247 -3.218 -3.818
C -3.889 -1.831 -5.127
C -4.029 -1.861 -2.671
N -0.266 2.556 -1.588
C -1.251 3.423 -1.964
C -1.465 4.297 -0.953
N -0.613 3.971 0.068
C 0.103 2.892 -0.338
S 1.349 2.119 0.531
C -0.464 4.712 1.328
C -1.488 5.846 1.373
C 0.944 5.311 1.363
C -0.693 3.768 2.510
C 2.389 0.162 -1.803
S 1.446 -1.127 -1.230
H 6.677 -1.385 -1.995
H 6.498 0.349 -2.134
H 5.658 -0.718 -3.268
H 5.900 -0.954 0.524
H 4.284 -0.284 0.780
H 5.568 0.735 0.134
H 5.111 -2.801 -1.153
H 3.789 -2.380 -2.240
H 3.556 -2.318 -0.493
H 5.068 1.866 -2.295
H 2.779 3.110 -2.982
H 0.594 2.513 -3.589
H -0.082 1.302 -5.269
H -1.978 -0.472 -5.955
H -1.570 -3.262 -4.669
H -2.921 -4.067 -3.864
H -1.664 -3.278 -2.901
H -3.316 -2.072 -6.016
H -4.323 -0.839 -5.232
H -4.703 -2.546 -5.068
H -3.551 -2.106 -1.730
H -4.819 -2.587 -2.853
H -4.480 -0.877 -2.590
H -1.711 3.357 -2.927
H -2.147 5.116 -0.921
H -1.318 6.562 0.573
H -1.398 6.380 2.316
H -2.502 5.463 1.307
H 1.090 5.979 0.516
H 1.694 4.527 1.328
H 1.081 5.877 2.282
H -1.649 3.260 2.408
H -0.687 4.334 3.437
H 0.089 3.016 2.564
C 1.889 0.192 4.045
C 0.395 0.261 4.060
C -0.323 0.215 5.249
C -1.710 0.308 5.197
C -2.344 0.457 3.988
C -1.568 0.519 2.813
N -0.222 0.400 2.897
N -2.005 0.689 1.559
Si -3.665 0.993 1.139
C -3.871 1.604 -0.654
C -4.363 2.481 2.138
C -4.694 -0.608 1.383
H 2.312 0.997 4.643
H 2.244 0.289 3.022
H 2.233 -0.749 4.472
H 0.190 0.107 6.190
H -2.292 0.264 6.107
H -3.415 0.507 3.913
H -3.404 2.572 -0.797
H -4.930 1.712 -0.872
H -3.452 0.929 -1.389
H -4.078 3.416 1.663
H -4.030 2.524 3.170
H -5.448 2.446 2.144
H -4.114 -1.483 1.101
H -5.590 -0.598 0.770
H -5.008 -0.743 2.414
N 0.512 -4.319 1.524
C 1.769 -3.973 1.920
C 1.799 -2.611 1.919
N 0.585 -2.132 1.529
C -0.167 -3.181 1.298
H 0.161 -5.258 1.418
H 2.518 -4.696 2.164
H 2.608 -1.957 2.167
H -1.186 -3.141 0.971

no.,maximum force (hartree/bohr),calculated total energy (a.u.)
1,0.092,-7766.0115
2,0.277,-7343.8006
3,0.040,-3450.0831